1.
{
  "formula": "C25H58BaN2O2Si3",
  "method": "wB97M-V/def2-TZVPD",
  "max_force_ha_per_bohr": 0.0384,
  "total_charge": 0,
  "spin_multiplicity": 1,
  "orbital_gap_ev": 5.9,
  "homo_ev": -5.907,
  "e_above_lowest_kj_mol": 51.5,
  "elements": ["C", "H", "H", "C", "H", "H", "H", "H", "H", "Si", "C", "H", "C", "H", "H", "C", "H", "H", "Ba", "C", "H", "H", "H", "H", "N", "H", "H", "H", "H", "Si", "H", "H", "H", "H", "H", "C", "C", "C", "H", "H", "C", "C", "H", "H", "H", "C", "H", "H", "C", "O", "N", "H", "C", "H", "H", "O", "H", "H", "H", "C", "H", "C", "C", "H", "H", "C", "H", "C", "H", "H", "H", "H", "H", "Si", "C", "H", "H", "H", "H", "H", "C", "C", "H", "H", "C", "H", "C", "H", "C", "H", "H"],
  "coordinates": [[0.357524, -0.955937, 2.508505], [4.007367, -0.116805, 0.891969], [-2.311602, -2.242711, 0.593669], [-0.088985, -2.596559, -3.608228], [-6.129733, -0.090078, -1.075341], [-1.275116, 3.168205, 1.880831], [1.526505, 0.242628, -8.043803], [1.303666, 3.271156, -5.483402], [-0.984133, 0.439435, -3.749245], [3.834753, 0.374188, -1.482445], [0.722244, -3.049986, 1.497614], [-2.572227, -2.454510, -1.172355], [0.934073, -3.651812, 2.742026], [0.864025, -2.655320, -3.066975], [1.887887, 1.980622, -8.093212], [-1.513888, -0.529453, -3.815611], [-5.065239, -0.488145, -2.453130], [1.184595, -4.727966, 2.746336], [-0.331362, -0.254588, -0.763666], [-2.641880, -1.749035, -0.338592], [1.652154, -3.384275, -0.426316], [-0.436113, 4.048250, 3.177533], [-2.474094, 1.265318, -1.964321], [2.726814, -1.737242, -1.828738], [0.116277, 0.322477, 2.261548], [2.489526, -0.818599, 0.330736], [0.125255, -2.358786, -4.666463], [-1.791980, -3.813297, -4.068112], [1.816505, 0.980556, 4.981350], [-0.059478, 1.640130, 3.409719], [-1.881536, -1.987207, -5.377590], [-1.526780, 2.093647, -5.849403], [1.100661, -4.852216, 0.418061], [-2.483672, 1.317681, 3.884715], [3.207830, 0.800407, -8.074413], [-3.074775, 1.350831, -1.039918], [-0.743107, 2.832684, -6.043944], [0.847720, -3.809122, 0.198750], [0.331260, 2.500665, -4.199500], [6.303988, 0.184755, -1.150642], [-1.563496, 1.283695, 4.482879], [-5.262965, -0.686836, -1.389846], [-2.518301, 1.945752, -0.289103], [1.252337, 2.641890, 5.242580], [-0.546805, 2.853824, -7.120506], [-4.245320, 0.111410, 1.446595], [1.813244, -0.519344, -2.791947], [-1.129552, 3.814195, -5.737992], [-0.874178, -3.877501, -3.465669], [0.986961, 1.168657, -5.519084], [0.415341, -1.746800, 1.366397], [-0.091361, -3.784578, -0.376137], [3.506385, 2.186621, -1.865266], [-1.123107, -4.125067, -2.423784], [-5.504626, -1.752487, -1.279465], [-0.821053, -1.484594, -2.959126], [3.108707, 2.664347, -0.955409], [2.573043, 0.932666, 0.627151], [-2.502280, -0.386924, -3.331760], [2.208784, 1.018011, -7.680890], [-4.955234, 0.951713, 1.476599], [1.474257, 1.890865, 4.470908], [0.852295, -2.875785, 3.906606], [1.004903, -3.340180, 4.890441], [-4.731157, -0.770198, 1.889050], [-0.348642, 3.219448, 2.462939], [2.910284, 1.879522, -5.819939], [5.552574, -0.325409, -1.759262], [0.531815, -0.870889, 4.689046], [-2.410203, -0.283807, -5.710347], [2.780623, 2.340845, -2.681716], [2.644052, 0.115244, -5.756917], [0.483097, 3.439897, 1.784606], [-3.766966, -0.300299, -0.324427], [3.137578, 0.069093, 0.245454], [-0.257591, -4.699642, -3.840958], [-1.637633, 2.040805, 5.276268], [-0.704606, -0.713996, -5.791947], [2.309682, 2.268763, 3.866269], [4.431142, 2.714149, -2.133078], [0.530697, 2.501820, -5.278385], [2.839877, -0.874300, -2.499372], [-1.510772, 0.296740, 4.964365], [3.339237, -1.226645, -3.400980], [0.579400, -1.526476, 3.802027], [5.547942, -1.391983, -1.481486], [-1.639181, -0.929652, -5.269189], [-3.365724, 0.366037, 2.059022], [2.263322, 1.055649, -6.161801], [5.849133, -0.281149, -2.819059], [-3.964192, 1.939500, -1.314952]],
  "forces_ev_per_angstrom": [[-0.05, 0.58, -0.86], [-0.37, 0.13, 0.25], [-0.36, 0.42, -0.24], [-0.21, 0.74, 0.63], [0.03, -0.08, -0.23], [0.08, 0.03, 0.05], [0.07, 0.10, 0.14], [-0.18, -0.54, 0.05], [-0.04, -0.22, -0.09], [-0.84, -0.92, -0.04], [-0.10, 0.44, 0.54], [-0.31, 0.22, -0.03], [0.18, -0.83, -0.99], [-0.19, -0.02, -0.20], [0.02, -0.12, 0.06], [-0.26, -0.18, 0.70], [-0.11, -0.03, 0.15], [-0.19, 0.74, 0.24], [-0.05, 0.11, 1.66], [0.58, 0.61, 0.27], [-0.21, -0.10, 0.19], [-0.02, -0.03, -0.19], [-0.22, 0.12, 0.26], [-0.03, 0.05, -0.19], [-0.19, 1.25, -0.01], [0.27, 0.23, -0.01], [-0.05, -0.08, 0.65], [0.17, -0.20, 0.31], [-0.12, 0.19, -0.16], [0.04, -1.79, -0.72], [-0.30, 0.20, -0.10], [0.16, 0.05, -0.02], [-0.05, 0.13, -0.24], [0.19, 0.01, 0.14], [-0.12, 0.05, 0.05], [0.05, 0.28, 0.02], [0.04, 0.01, -0.05], [0.06, -0.27, 0.19], [-0.07, 0.43, -0.04], [0.12, -0.12, -0.13], [0.02, 0.27, 0.31], [-0.34, 0.18, -0.08], [-0.12, -0.17, -0.28], [0.14, -0.09, -0.09], [-0.08, 0.00, 0.12], [-0.19, 0.16, -0.01], [0.80, -0.32, 0.09], [0.14, -0.19, -0.07], [-0.10, -0.20, -0.19], [0.30, 0.52, -0.57], [0.51, -0.71, 0.94], [0.19, 0.06, 0.22], [0.20, 0.26, -0.17], [-0.01, 0.34, -0.32], [0.03, 0.31, -0.01], [0.64, -0.56, -1.78], [0.12, -0.11, -0.34], [0.23, -0.26, 0.11], [0.41, -0.24, -0.38], [-0.07, 0.08, -0.02], [0.16, -0.13, 0.12], [0.05, 0.16, 0.23], [-0.11, 0.45, 0.12], [-0.03, 0.23, -0.45], [0.13, 0.24, -0.06], [-0.04, 0.19, 0.00], [-0.05, -0.25, -0.06], [0.25, 0.21, 0.18], [0.01, -0.53, -0.62], [0.08, -0.39, -0.03], [0.26, -0.11, 0.24], [0.29, 0.06, -0.20], [-0.08, -0.01, 0.06], [0.53, -1.76, 0.32], [0.45, 0.07, 0.04], [-0.11, 0.00, -0.11], [-0.15, -0.14, -0.07], [-0.11, -0.09, -0.04], [-0.15, -0.07, 0.09], [-0.22, -0.01, -0.02], [-0.17, -0.09, 0.34], [-1.02, 0.44, -0.24], [0.02, 0.24, -0.16], [-0.05, 0.08, -0.13], [0.05, -0.44, 0.40], [-0.05, 0.34, 0.02], [0.11, 0.50, 0.00], [-0.24, -0.11, -0.21], [-0.28, -0.14, 0.39], [-0.10, 0.14, 0.32], [0.30, 0.00, 0.07]],
  "mulliken_charge": [0.143, 0.464, 0.351, -0.142, 0.302, 0.222, 0.275, 0.488, -0.018, 0.396, 0.202, 0.149, -0.798, 0.074, 0.314, 0.702, 0.287, 0.355, 1.228, -0.983, 0.064, 0.330, 0.317, 0.030, 0.127, -0.268, 0.353, 0.284, 0.325, -0.160, 0.391, 0.130, 0.447, 0.275, 0.410, -1.128, -1.173, -0.700, 0.115, 0.346, -0.977, -1.255, 0.138, 0.349, 0.295, -0.502, -0.540, 0.410, -1.292, -0.034, 0.474, -0.022, -0.922, 0.213, 0.323, -0.102, 0.342, -0.020, -0.100, -1.309, 0.317, -1.041, -0.783, 0.376, 0.335, -0.977, 0.375, -1.114, 0.294, 0.427, 0.118, 0.134, 0.231, 0.907, -0.287, 0.461, 0.429, 0.216, 0.273, 0.334, -0.265, -0.114, 0.298, 0.527, -0.488, 0.325, -1.412, -0.385, -0.201, 0.303, 0.396]
}

***

2.
{
  "formula": "C25H58CaCl2F2N9O12S2",
  "method": "wB97M-V/def2-TZVPD",
  "max_force_ha_per_bohr": 0.1315,
  "total_charge": 1,
  "spin_multiplicity": 1,
  "orbital_gap_ev": 8.1,
  "homo_ev": -10.197,
  "elements": ["H", "H", "H", "H", "H", "H", "Ca", "H", "C", "H", "H", "N", "C", "H", "H", "C", "H", "O", "O", "C", "N", "H", "H", "C", "H", "H", "H", "C", "H", "H", "N", "Cl", "O", "C", "O", "C", "F", "C", "H", "O", "H", "H", "H", "H", "H", "C", "H", "C", "O", "F", "H", "H", "H", "N", "C", "H", "S", "C", "H", "N", "H", "S", "N", "C", "O", "H", "H", "C", "C", "C", "N", "H", "O", "H", "C", "C", "H", "H", "O", "H", "C", "H", "H", "H", "H", "H", "N", "H", "H", "O", "N", "Cl", "H", "O", "H", "O", "H", "C", "C", "H", "C", "H", "H", "H", "C", "H", "C", "H", "H", "H", "H"],
  "coordinates": [[-17.464053, 18.503975, 11.384338], [-12.810701, 19.235787, 8.657131], [-16.443889, 16.471398, 6.962559], [-19.347521, 18.905271, 15.405522], [-20.754821, 19.040414, 4.664924], [-15.513595, 20.086321, 1.334672], [-15.585743, 20.076120, 5.133373], [-18.033296, 22.268218, 0.855219], [-13.838703, 24.643333, 12.675452], [-14.486293, 19.360119, 9.233390], [-13.630880, 22.299200, 9.707314], [-18.045894, 22.059194, 1.840618], [-21.092853, 24.271731, 8.656475], [-20.498503, 17.552135, 14.908539], [-12.125543, 17.557995, 7.203174], [-21.538206, 18.517929, 10.024674], [-18.343070, 15.403936, 3.605439], [-13.567973, 22.570132, 11.527648], [-14.246862, 21.760969, 4.219554], [-17.540278, 16.121156, 3.445598], [-19.139799, 17.770804, 4.197223], [-15.324578, 23.753411, 8.365045], [-21.322274, 17.644031, 10.630573], [-17.843241, 17.444907, 4.087386], [-14.304612, 23.311053, 6.973468], [-12.305106, 18.057681, 5.510300], [-11.950005, 21.169187, 4.965056], [-15.862401, 15.563360, 6.889619], [-14.173452, 24.972409, 3.918537], [-19.341030, 19.242733, 5.670707], [-14.455144, 15.890489, 6.639900], [-22.155188, 18.135509, 8.425264], [-19.074742, 22.152387, 6.230584], [-16.425793, 22.284516, 11.151765], [-23.262326, 23.302478, 8.801311], [-14.353820, 23.414215, 11.961925], [-17.523583, 18.444570, 7.475915], [-18.905617, 18.073747, 13.506797], [-17.415073, 22.173531, 11.589223], [-19.226386, 19.977836, 8.092184], [-18.880262, 17.262117, 15.484759], [-19.787247, 22.439597, 2.938133], [-13.158865, 20.250030, 10.058729], [-10.612878, 22.337793, 4.968982], [-15.943434, 21.308544, 11.188985], [-22.671861, 21.202727, 7.057296], [-18.360623, 23.141930, 3.646967], [-13.772064, 21.050327, 8.162127], [-14.751473, 18.101389, 6.263203], [-16.841210, 22.821170, 5.777192], [-15.950294, 14.975165, 7.799328], [-16.281684, 24.098295, 12.066989], [-17.484769, 16.288327, 2.366724], [-17.595627, 18.369930, 13.452153], [-16.580853, 20.232537, 1.186036], [-21.146220, 24.456991, 9.728340], [-17.799432, 22.069550, 6.890883], [-16.820925, 18.628174, 12.250201], [-16.568976, 15.775201, 3.781933], [-15.680133, 23.319954, 11.854597], [-19.004231, 23.860590, 2.163345], [-17.798481, 19.905079, 8.004443], [-13.865502, 22.261024, 8.713803], [-11.649364, 22.172090, 5.259068], [-19.583530, 17.831427, 12.514135], [-13.793778, 15.133465, 6.656232], [-20.594081, 19.041281, 9.909617], [-19.669790, 19.030163, 4.656199], [-14.324752, 23.464429, 8.050247], [-18.844201, 22.927841, 2.695259], [-17.070845, 20.722645, 6.681460], [-23.398000, 21.496733, 6.294489], [-13.992860, 20.842294, 6.959725], [-15.531780, 23.897012, 3.903844], [-22.148463, 23.262060, 8.297491], [-13.550003, 19.899004, 9.103388], [-12.024236, 16.339045, 5.892034], [-19.304463, 19.882711, 4.078291], [-16.940818, 18.222994, 4.409056], [-16.798423, 20.455982, 0.144381], [-19.494279, 17.952155, 14.891950], [-17.093157, 18.351035, 14.323604], [-16.434281, 19.646046, 12.303382], [-20.076391, 23.920221, 8.468248], [-13.638723, 25.429730, 11.943789], [-12.234516, 24.120709, 4.736450], [-12.519157, 23.159298, 4.664443], [-14.520979, 25.032195, 13.429563], [-12.881954, 24.421224, 13.141741], [-17.573730, 22.879158, 8.044430], [-21.806521, 22.306869, 7.418940], [-22.624262, 19.615098, 10.894149], [-22.049125, 20.475620, 6.535642], [-17.018187, 20.891781, 3.433643], [-16.213234, 14.970947, 6.045195], [-17.045044, 20.013896, 9.223960], [-17.039842, 19.257693, 1.391056], [-13.731023, 22.886368, 4.184292], [-12.497224, 17.260880, 6.222775], [-19.778979, 17.116231, 3.777492], [-14.010725, 17.114430, 6.393986], [-15.978692, 17.940058, 12.179659], [-23.179969, 20.750794, 7.900807], [-21.257058, 25.206707, 8.123631], [-14.510923, 24.007989, 3.534753], [-13.603710, 24.257949, 8.252068], [-17.205493, 21.104544, 2.226890], [-20.836398, 22.176760, 7.178210], [-14.519763, 23.922987, 2.453115], [-11.656118, 22.117637, 6.350030], [-16.519425, 22.525444, 10.090766]],
  "forces_ev_per_angstrom": [[-0.01, 0.09, 0.01], [-0.07, -0.11, -0.01], [0.04, 0.13, 0.03], [-0.61, 0.04, 0.02], [-0.01, -0.29, -0.15], [0.04, 0.28, 0.08], [1.04, -0.43, -0.42], [-0.25, -0.05, 0.02], [0.18, 0.18, -0.02], [-0.06, 0.07, 0.01], [-0.28, 0.24, -0.02], [0.20, 0.34, -0.88], [0.58, -0.08, 0.27], [-0.19, 0.40, -0.24], [0.29, -0.03, -0.08], [0.71, 0.54, 0.54], [0.19, -0.18, 0.16], [-0.24, -0.08, -0.11], [0.49, -0.27, -0.12], [-0.22, 0.21, -0.27], [-0.11, -0.72, -0.44], [0.00, -0.01, 0.03], [-0.47, -0.16, -0.14], [-0.15, 0.73, -0.13], [-0.22, -0.16, 0.00], [0.04, 0.03, 0.04], [-0.07, 0.14, -0.33], [0.49, -0.25, -0.42], [0.14, 0.11, -0.54], [-0.09, -0.19, 0.11], [-0.65, -0.32, 0.47], [-0.02, -0.47, -0.12], [0.44, -0.31, 0.74], [0.44, -0.40, -0.57], [0.06, 0.16, -0.18], [0.59, 0.25, 0.34], [0.13, 0.35, -0.08], [-1.17, -1.14, -0.59], [-0.02, 0.14, 0.03], [0.88, 0.53, -0.54], [0.00, -0.08, -0.16], [-0.13, 0.16, -0.11], [-0.19, -0.13, 0.10], [-0.08, 0.09, -0.24], [0.24, 0.26, 0.21], [0.02, 0.24, -0.83], [0.26, -0.12, -0.12], [-1.15, 0.00, -0.25], [0.14, -0.44, 0.10], [-0.20, -0.25, 0.49], [-0.04, 0.05, 0.06], [0.51, 0.29, 0.41], [0.10, -0.01, 0.01], [0.70, 0.17, 0.32], [-0.24, -0.84, -0.02], [-0.24, 0.13, -0.04], [-0.44, 5.39, -4.06], [-0.22, -0.05, 0.33], [-0.07, -0.18, 0.07], [-1.21, -0.29, -0.27], [-0.18, -0.01, 0.02], [0.88, -2.21, 1.03], [0.31, -0.40, 0.38], [0.50, -0.81, 0.44], [0.27, 0.48, -0.06], [0.08, 0.06, 0.09], [-0.12, 0.07, -0.17], [0.45, 0.95, 0.50], [0.76, -0.02, -0.24], [0.08, -0.21, 0.32], [-2.15, -2.20, 4.23], [-0.26, 0.22, 0.30], [-0.09, 0.08, -0.46], [-0.06, -0.07, -0.20], [-0.77, -0.06, 0.65], [0.82, 0.27, 0.05], [0.07, -0.01, 0.10], [-0.04, -0.19, -0.23], [0.15, -0.02, 0.20], [0.02, 0.34, 0.07], [1.24, -0.05, 0.59], [-0.04, 0.18, 0.01], [-0.01, -0.06, -0.23], [-0.05, 0.01, -0.28], [-0.12, -0.01, -0.03], [-0.05, 0.07, -0.23], [0.12, -0.10, 0.41], [-0.08, -0.03, -0.07], [-0.05, -0.16, 0.01], [-0.14, -1.09, 0.33], [0.56, -0.61, -0.39], [0.00, -0.15, 0.00], [0.07, -0.20, 0.36], [0.25, -0.13, -0.16], [-0.25, -0.05, 0.10], [-0.26, 0.12, -1.32], [0.12, -0.04, -0.13], [-0.75, -0.09, -0.53], [-0.85, -0.02, 0.22], [-0.12, 0.00, 0.19], [0.60, 0.95, -0.96], [-0.01, -0.07, -0.04], [0.01, 0.05, 0.12], [-0.05, 0.00, 0.00], [-0.17, 0.06, 1.25], [-0.18, 0.16, 0.14], [-0.02, 0.35, 1.01], [-0.08, 0.33, 0.03], [0.23, 0.12, -0.05], [-0.33, 0.51, 0.01], [-0.16, 0.01, 0.14]],
  "mulliken_charge": [0.174, 0.087, -0.188, 0.339, 0.435, 0.235, 2.273, 0.259, -1.203, -0.050, 0.071, -0.180, -0.578, 0.308, 0.266, 0.437, 0.459, -0.760, -0.739, -1.472, -0.089, 0.200, 0.399, 0.478, -0.098, 0.125, 0.163, -0.300, 0.400, -0.116, -0.179, -0.178, -0.633, -0.253, -0.682, 0.716, -0.271, 0.752, 0.480, -0.293, 0.372, 0.321, 0.458, 0.425, -0.248, -0.704, 0.073, 0.561, -0.202, -0.377, 0.342, 0.247, 0.335, -0.139, -1.187, 0.304, 0.533, -0.621, 0.259, -0.064, 0.417, -0.393, 0.124, -0.757, -0.590, 0.226, -0.470, -0.313, -0.661, -0.798, 0.875, 0.349, -0.082, 0.066, 0.691, -0.786, 0.457, 0.002, -0.504, 0.440, -1.303, 0.215, 0.190, -0.041, 0.267, 0.245, -0.093, 0.366, 0.349, -0.814, 0.067, -0.181, -0.047, -0.236, 0.268, -0.156, 0.177, 0.514, -1.182, 0.263, 0.568, 0.297, 0.275, 0.241, -0.931, 0.463, 0.621, 0.234, 0.317, 0.179, 0.092]
}